No. 1
Molecular formula: C3H4FO2Ru
Method: DFT, the ωB97M-V functional and the def2-TZVPD basis

Cartesian coordinates (Å):
O  0.0708  0.6884  1.1126
Ru  2.9701  0.2879  0.5989
C  1.0569  0.8110  0.1732
C  -1.0316  -0.0083  0.5127
H  -1.7593  0.7073  0.1076
H  -1.5089  -0.6152  1.2896
F  0.7612  1.9268  -0.6651
C  -0.3704  -0.8457  -0.5872
O  0.9717  -0.3335  -0.6407
H  -0.8513  -0.7074  -1.5628
H  -0.3092  -1.9113  -0.3388

Forces on atoms 1 to 6 (eV/Å):
-1.296 0.085 -0.201
1.771 0.008 0.483
-1.118 1.986 -2.795
1.636 -1.339 -0.029
-0.341 0.546 0.110
-0.302 0.214 0.197

Summary:
- lowest unoccupied orbital energy (spin up / spin down) (eV) = -10.4 / -14.9
- net charge = +2
- total energy (hartree) = -460.93721
- gap between HOMO and LUMO (spin up / spin down) (eV) = 9.48 / 5.86
- expectation value of S² = 8.762
- spin multiplicity = 6

Atomic partial charges in e from the natural (NBO) method, atoms 1 to 8:
1 O -0.187
2 Ru 1.412
3 C 0.427
4 C -0.154
5 H 0.354
6 H 0.323
7 F -0.280
8 C -0.130

No. 2
Molecular formula: C17H16Cl3N2O5RhS2Si
Method: DFT, the ωB97M-V functional and the def2-TZVPD basis

Cartesian coordinates (Å):
Rh  0.3212  -0.6383  -2.2450
C  2.3449  4.7583  1.1033
Si  1.7205  3.0346  1.4624
C  0.7244  2.9945  3.0389
C  3.1441  1.8418  1.5879
C  0.5099  2.5911  0.0748
C  -0.6950  3.2940  0.0008
C  -1.7120  2.9456  -0.8910
C  -1.5210  1.8720  -1.7348
N  -0.3493  1.2335  -1.7438
C  0.6100  1.5797  -0.8685
S  1.8604  0.3366  -1.0098
H  3.0279  5.0988  1.8851
H  1.5241  5.4767  1.0405
H  2.8829  4.7830  0.1529
H  1.3533  3.2415  3.8978
H  0.3157  1.9923  3.1887
H  -0.1093  3.6998  3.0254
H  3.7654  2.1591  2.4309
H  3.7777  1.8315  0.6986
H  2.8028  0.8233  1.7780
H  -0.8836  4.1125  0.6885
H  -2.6508  3.4801  -0.9068
H  -2.2794  1.5170  -2.4189
Cl  1.7622  -3.3423  -6.2209
C  2.3995  -3.1710  -4.5901
Cl  4.0438  -2.4879  -4.6455
Cl  2.4258  -4.7351  -3.7847
C  1.5598  -2.1531  -3.7951
O  0.9903  -1.2053  -4.3858
O  1.4993  -2.2819  -2.5404
O  -0.3506  -0.1846  1.1289
C  -0.8919  -1.1026  0.5519
N  -0.8436  -1.3542  -0.8054
S  -1.7119  -2.7061  -1.2636
O  -0.8422  -3.7232  -1.7716
O  -2.8164  -2.2890  -2.0811
C  -2.2533  -3.0657  0.3649
C  -3.0842  -4.0925  0.7687
C  -3.3881  -4.1536  2.1220
C  -2.8816  -3.2115  3.0161
C  -2.0572  -2.1830  2.5814
C  -1.7482  -2.1260  1.2345
H  -3.4741  -4.8169  0.0665
H  -4.0277  -4.9456  2.4887
H  -3.1383  -3.2862  4.0646
H  -1.6562  -1.4420  3.2599

Forces on atoms 1 to 6 (eV/Å):
-0.303 -0.314 -0.593
0.005 0.041 -0.029
0.024 -0.060 -0.047
-0.032 -0.028 0.051
0.045 -0.008 0.016
-0.463 0.416 -0.339

Summary:
- lowest unoccupied orbital energy (eV) = -1.6
- net charge = 0
- total energy (hartree) = -3720.16443
- energy above the lowest of the compared OMol25 structures with the same formula, charge and spin (kcal per mole) = 17.5
- gap between HOMO and LUMO (eV) = 7.06

Atomic partial charges in e from the natural (NBO) method, atoms 1 to 8:
1 Rh 1.012
2 C -1.112
3 Si 1.641
4 C -1.115
5 C -1.128
6 C -0.494
7 C -0.096
8 C -0.274

No. 3
Molecular formula: C7H13N2
Method: DFT, the ωB97M-V functional and the def2-TZVPD basis

Cartesian coordinates (Å):
C  2.4233  0.7140  0.1363
C  2.6321  -1.7492  -0.3509
C  2.0567  -0.6269  0.0100
C  -0.6014  0.4787  -1.3475
C  -2.2769  -0.2198  0.1790
C  -0.6439  1.4097  0.9122
C  0.0219  -0.8897  0.4812
N  2.4657  1.8392  0.2715
N  -0.8081  0.2298  0.0999
H  2.0669  -2.5826  -0.3724
H  3.6548  -1.7148  -0.6391
H  0.2686  1.0530  -1.4150
H  -0.3740  -0.5666  -1.8815
H  -1.2809  0.9955  -1.8646
H  -2.3850  -1.0107  -0.4866
H  -2.6696  -0.5173  1.2261
H  -2.6710  0.7889  -0.0076
H  -0.9775  2.3571  0.5830
H  -1.1502  1.2895  1.9632
H  0.3611  1.4804  1.1269
H  -0.1823  -1.7563  -0.1737
H  0.0695  -1.0019  1.5495

Forces on atoms 1 to 6 (eV/Å):
-0.094 -1.733 -0.208
1.027 3.163 0.231
-4.184 -0.927 0.782
3.528 -4.368 -0.033
0.036 2.225 3.102
-1.206 -0.166 4.074

Summary:
- lowest unoccupied orbital energy (eV) = -3.5
- net charge = +1
- total energy (hartree) = -383.61272
- energy above the lowest of the compared OMol25 structures with the same formula, charge and spin (kcal per mole) = 128.3
- gap between HOMO and LUMO (eV) = 10.94

Atomic partial charges in e from the natural (NBO) method, atoms 1 to 8:
1 C 0.186
2 C -0.302
3 C -0.059
4 C -0.397
5 C -0.387
6 C -0.442
7 C -0.187
8 N -0.245

No. 4
Molecular formula: C22H32BrCl3HgN7O4
Method: DFT, the ωB97M-V functional and the def2-TZVPD basis

Cartesian coordinates (Å):
Hg  -0.1346  0.1851  0.2540
N  1.4684  -1.6053  1.0205
C  0.7679  -2.6135  1.8471
C  1.6546  -3.1191  2.9912
C  2.1365  -2.0510  3.9987
C  1.3881  -2.1389  5.3284
N  -0.0352  -1.8781  5.1718
C  -0.5393  -0.6649  4.9517
N  -1.7203  -0.5644  4.3377
N  0.1049  0.4324  5.3497
C  -0.6361  -2.1707  2.3558
O  -1.1372  -2.8649  3.2694
O  -1.1997  -1.1840  1.8256
H  1.6304  -1.9702  0.0876
H  2.3683  -1.3829  1.4263
H  0.5517  -3.4742  1.2088
H  2.5142  -3.6211  2.5417
H  1.0877  -3.8802  3.5278
H  2.0074  -1.0417  3.5931
H  3.2001  -2.1740  4.2107
H  1.8262  -1.4759  6.0776
H  1.4663  -3.1522  5.7214
H  -0.5023  -2.5937  4.6058
H  -1.9562  -1.3475  3.7285
H  -1.9653  0.3421  3.9642
H  0.9067  0.3624  5.9486
H  -0.3089  1.3448  5.2278
Cl  -3.6064  -1.0720  -6.1360
C  -2.5649  -1.0716  -4.7410
C  -2.9412  -0.3812  -3.6058
C  -2.1114  -0.3924  -2.5003
Cl  -2.6379  0.5038  -1.0954
C  -0.8797  -1.0870  -2.4563
O  -0.0755  -1.1513  -1.4420
C  -0.5563  -1.7550  -3.6603
Cl  0.9580  -2.6070  -3.7144
C  -1.3659  -1.7619  -4.7766
H  -3.8748  0.1623  -3.5782
H  -1.0616  -2.2964  -5.6650
Br  0.4832  5.5008  4.5478
C  0.3307  4.0031  3.3986
C  -0.9411  3.5409  2.9807
C  -1.0188  2.5248  2.0750
N  0.0948  1.9133  1.5275
C  1.3144  2.4740  1.8367
C  1.4718  3.4970  2.7188
H  -1.8476  3.9841  3.3706
H  -1.9797  2.1573  1.7354
H  2.1707  2.0589  1.3177
H  2.4553  3.9039  2.9096
C  3.5452  3.3094  -2.6190
N  2.4320  2.3818  -2.6105
C  2.7812  0.9790  -2.7405
C  1.1871  2.6983  -2.1369
O  0.4577  1.8441  -1.6343
N  0.7838  4.0043  -2.2356
C  -0.4309  4.3625  -1.5205
C  1.0777  4.8183  -3.4036
H  4.3707  2.8824  -2.0426
H  3.2636  4.2486  -2.1522
H  3.9078  3.5039  -3.6321
H  3.2728  0.8076  -3.7004
H  1.8824  0.3704  -2.6841
H  3.4665  0.6748  -1.9416
H  -0.4727  3.8231  -0.5782
H  -1.3263  4.1183  -2.1010
H  -0.4135  5.4339  -1.3207
H  1.6358  4.2460  -4.1403
H  1.6459  5.7150  -3.1443
H  0.1389  5.1320  -3.8662

Forces on atoms 1 to 6 (eV/Å):
0.472 0.678 0.042
-0.157 -0.328 0.108
0.057 0.069 0.111
0.014 -0.013 -0.002
-0.107 -0.009 -0.024
-0.002 0.183 0.101

Summary:
- lowest unoccupied orbital energy (spin up / spin down) (eV) = 0.2 / 0.2
- net charge = 0
- total energy (hartree) = -5649.80259
- energy above the lowest of the compared OMol25 structures with the same formula, charge and spin (kcal per mole) = 32.1
- gap between HOMO and LUMO (spin up / spin down) (eV) = 5.16 / 7.78
- expectation value of S² = 0.766
- spin multiplicity = 2

Atomic partial charges in e from the natural (NBO) method, atoms 1 to 8:
1 Hg 1.579
2 N -0.888
3 C -0.164
4 C -0.417
5 C -0.434
6 C -0.210
7 N -0.603
8 C 0.678